Density functional theory data (wB97M-V/def2-TZVPD) for C23H27N5O in the gas phase.

## Properties
Kohn-Sham gap, eV: 8.99
Highest occupied orbital energy, eV: -8.42
SMILES: Cc1cccc(CN2CCC(n3nccc3NC(=O)c3ccccc3C)CC2)n1
Energy above the lowest of the compared OMol25 structures with the same formula, charge and spin, eV: 0.193

ORCA input file:
```
! RIJCOSX wB97M-V def2-TZVPD def2/J DEFGRID3
* xyz 0 1
C 2.67 -6.51 1.89
C 2.15 -5.77 0.70
C 2.89 -5.67 -0.48
C 2.35 -4.97 -1.54
C 1.09 -4.41 -1.41
C 0.42 -4.57 -0.20
C -0.95 -3.99 -0.01
N -1.05 -2.66 -0.59
C -0.26 -1.70 0.16
C -0.18 -0.40 -0.63
C -1.58 0.19 -0.84
N -2.11 0.73 0.39
N -3.03 0.09 1.12
C -3.25 0.84 2.18
C -2.47 2.00 2.16
C -1.75 1.90 0.99
N -0.81 2.75 0.42
C -0.35 3.91 0.98
O -0.71 4.33 2.06
C 0.67 4.59 0.12
C 1.72 3.84 -0.41
C 2.70 4.44 -1.18
C 2.63 5.80 -1.43
C 1.59 6.54 -0.91
C 0.60 5.96 -0.12
C -0.52 6.79 0.43
C -2.50 -0.88 -1.43
C -2.43 -2.20 -0.66
N 0.94 -5.23 0.82
H 1.95 -6.45 2.70
H 3.62 -6.09 2.21
H 2.84 -7.56 1.64
H 3.87 -6.12 -0.54
H 2.91 -4.87 -2.47
H 0.63 -3.86 -2.21
H -1.67 -4.64 -0.52
H -1.19 -4.01 1.07
H 0.75 -2.11 0.29
H -0.69 -1.51 1.15
H 0.27 -0.60 -1.60
H 0.46 0.31 -0.09
H -1.53 1.02 -1.56
H -3.96 0.53 2.92
H -2.43 2.80 2.87
H -0.46 2.50 -0.49
H 1.79 2.78 -0.18
H 3.51 3.85 -1.57
H 3.38 6.27 -2.04
H 1.54 7.61 -1.11
H -0.38 7.84 0.18
H -0.57 6.67 1.51
H -1.47 6.45 0.02
H -3.53 -0.52 -1.42
H -2.19 -1.05 -2.46
H -3.01 -2.95 -1.20
H -2.87 -2.06 0.33
*
```

***

Density functional theory data (wB97M-V/def2-TZVPD) for a molecular structure, C23H27N5O2S.

## Properties
Kohn-Sham gap, eV: 6.86
Highest occupied orbital energy, eV: -7.47
Energy above the lowest of the compared OMol25 structures with the same formula, charge and spin, eV: 21.055

ORCA input file:
```
! RIJCOSX wB97M-V def2-TZVPD def2/J DEFGRID3
* xyz 0 1
C 8.27 -0.31 -1.06
C 7.11 0.11 -0.41
H 6.95 1.28 -0.58
H 7.14 -0.08 0.64
C 5.76 -0.83 -1.06
N 4.48 -0.34 -0.18
C 3.63 0.63 -0.44
C 2.68 0.90 0.21
C 2.89 -0.10 1.22
C 4.11 -0.85 0.94
C 4.68 -1.75 1.64
H 5.67 -1.62 1.77
H 4.75 -3.02 0.87
H 4.23 -2.09 2.58
H 2.35 -0.35 2.06
C 1.55 1.80 0.43
O 1.50 2.52 -0.50
C 0.59 1.68 1.54
H -0.03 2.62 1.32
H 1.10 1.80 2.54
S -0.32 0.14 1.28
C -1.93 0.80 0.94
N -2.18 2.07 0.78
N -3.49 2.07 0.41
C -3.82 0.97 -0.24
N -4.93 0.43 -0.51
C -5.31 -1.10 -0.70
O -6.37 -1.09 -1.18
C -4.34 -1.91 -0.22
C -4.48 -3.28 -0.44
C -3.55 -4.07 -0.23
C -2.37 -3.79 0.20
C -2.03 -2.38 0.54
C -3.05 -1.60 0.16
N -2.86 -0.18 0.34
H -1.07 -1.91 0.96
H -1.56 -4.49 0.42
H -3.76 -5.21 -0.06
H -5.49 -3.48 -0.89
C -6.11 1.57 -0.70
H -6.63 0.93 -1.34
C -6.84 1.99 0.71
C -7.83 2.95 0.17
H -8.53 2.46 -0.52
H -8.34 3.39 0.97
H -7.10 3.78 -0.34
H -5.87 2.22 1.20
H -7.06 0.92 0.98
H -5.43 2.37 -1.37
C 3.80 1.61 -1.80
H 3.90 0.95 -2.78
H 3.18 2.34 -1.97
H 5.09 2.09 -1.95
H 5.68 -0.57 -1.88
H 6.01 -1.79 -0.63
H 8.45 -1.28 -0.78
H 9.06 0.18 -0.85
H 8.04 -0.12 -2.16
*
```

***

Density functional theory data (wB97M-V/def2-TZVPD) for a molecular structure, C23H28AuClN5O5Se.

## Properties
Expectation value of S²: 2.009
Kohn-Sham gap (spin up / spin down), eV: 7.56 / 6.39
Highest occupied orbital energy (spin up / spin down), eV: -9.77 / -10.61
Energy above the lowest of the compared OMol25 structures with the same formula, charge and spin, eV: 0.000

ORCA input file:
```
! RIJCOSX wB97M-V def2-TZVPD def2/J DEFGRID3
* xyz 1 3
Au -0.44 1.53 0.90
N 0.71 5.28 2.71
C 0.23 4.11 2.28
O 0.92 3.35 1.60
C -1.17 3.75 2.68
C -1.83 2.91 1.60
H 1.67 5.52 2.52
H 0.17 5.89 3.30
H -1.76 4.65 2.91
H -1.09 3.15 3.59
H -2.09 3.52 0.73
H -2.73 2.44 1.99
N -0.70 -3.96 2.47
C -1.07 -3.89 1.17
O -0.86 -4.80 0.40
C -1.74 -2.62 0.75
C -2.67 -2.65 -0.28
C -3.24 -1.46 -0.71
C -2.82 -0.28 -0.12
N -1.91 -0.25 0.86
C -1.39 -1.39 1.29
H -0.34 -4.84 2.80
H -0.97 -3.28 3.16
H -2.94 -3.60 -0.73
H -3.99 -1.44 -1.47
H -3.21 0.68 -0.42
H -0.66 -1.29 2.08
C 1.38 4.45 -1.46
C -0.01 4.31 -2.00
C -0.70 5.45 -2.39
C -2.02 5.39 -2.81
Cl -2.86 6.84 -3.18
C -2.67 4.17 -2.91
C -1.99 3.03 -2.55
C -0.68 3.08 -2.08
O -0.21 1.88 -1.56
C 1.03 1.32 -1.95
C 1.18 -0.01 -1.17
O 1.59 -1.01 -1.76
O 0.91 0.01 0.06
H 1.62 5.50 -1.33
H 2.11 4.02 -2.15
H 1.46 3.94 -0.50
H -0.21 6.41 -2.33
H -3.70 4.12 -3.24
H -2.46 2.06 -2.61
H 1.89 1.93 -1.65
H 1.06 1.15 -3.03
C 3.62 -4.21 2.34
N 3.04 -4.84 1.19
C 3.13 -6.16 0.87
C 2.44 -6.34 -0.28
N 1.93 -5.14 -0.65
C 1.11 -4.91 -1.81
C 2.28 -4.22 0.26
Se 1.74 -2.43 0.38
H 4.23 -4.94 2.87
H 2.85 -3.83 3.01
H 4.25 -3.37 2.04
H 3.65 -6.87 1.48
H 2.26 -7.24 -0.84
H 1.54 -5.43 -2.67
H 1.04 -3.85 -2.02
H 0.11 -5.29 -1.61
*
```

***

Density functional theory data (wB97M-V/def2-TZVPD) for a molecular structure, C23H28BrN6O6Tc.

## Properties
Expectation value of S²: 3.769
Kohn-Sham gap (spin up / spin down), eV: 7.52 / 5.92
Highest occupied orbital energy (spin up / spin down), eV: -10.86 / -10.87
Energy above the lowest of the compared OMol25 structures with the same formula, charge and spin, eV: 0.000

ORCA input file:
```
! RIJCOSX wB97M-V def2-TZVPD def2/J DEFGRID3
* xyz 1 4
Tc 0.38 0.57 -0.86
O -0.28 3.22 2.10
C 0.14 2.39 1.36
O -0.49 1.95 0.25
C 1.52 1.79 1.49
C 2.46 2.03 2.47
C 3.69 1.39 2.38
C 3.96 0.51 1.33
C 2.98 0.32 0.39
N 1.82 0.97 0.49
C 3.02 -0.60 -0.82
O 3.97 -1.28 -1.08
O 1.89 -0.54 -1.53
H 2.21 2.71 3.28
H 4.45 1.57 3.13
H 4.89 -0.03 1.24
C -1.57 -0.97 -2.71
N -1.28 0.42 -2.29
C -2.51 0.97 -1.66
C -0.90 1.22 -3.48
C -0.22 2.50 -3.05
N 0.99 2.21 -2.23
C 2.11 1.79 -3.12
C 1.41 3.45 -1.54
H -2.36 -0.97 -3.47
H -1.90 -1.54 -1.85
H -0.67 -1.43 -3.12
H -3.34 0.91 -2.37
H -2.35 2.00 -1.35
H -2.74 0.38 -0.78
H -1.78 1.45 -4.08
H -0.23 0.62 -4.09
H -0.89 3.12 -2.45
H 0.06 3.09 -3.93
H 2.29 2.57 -3.86
H 1.88 0.85 -3.62
H 3.00 1.64 -2.53
H 1.62 4.23 -2.28
H 2.32 3.26 -0.97
H 0.63 3.79 -0.87
Br -2.48 -5.84 -1.64
C -1.29 -5.16 -0.35
C -0.76 -6.00 0.62
N 0.09 -5.57 1.55
C 0.43 -4.29 1.54
C -0.06 -3.38 0.62
C -0.94 -3.83 -0.35
C 0.43 -1.97 0.67
O 1.38 -1.66 1.35
O -0.27 -1.11 -0.08
H -1.02 -7.05 0.64
H 1.13 -3.97 2.30
H -1.33 -3.16 -1.10
C -3.18 1.24 2.33
C -2.22 0.33 3.03
N -0.94 0.20 2.76
C -0.46 -0.72 3.69
C -1.46 -1.14 4.50
N -2.58 -0.46 4.07
H -2.62 1.93 1.70
H -3.76 1.81 3.06
H -3.88 0.67 1.72
H 0.57 -1.01 3.70
H -1.48 -1.83 5.32
H -3.50 -0.53 4.46
*
```

***

Density functional theory data (wB97M-V/def2-TZVPD) for C23H28F2N4O5S in the gas phase.

## Properties
Kohn-Sham gap, eV: 8.61
Highest occupied orbital energy, eV: -8.17
SMILES: O=C(CNc1cc(S(=O)(=O)N2CCOCC2)ccc1NC[C@H]1CCCO1)Nc1ccc(F)c(F)c1
Energy above the lowest of the compared OMol25 structures with the same formula, charge and spin, eV: 0.000

ORCA input file:
```
! RIJCOSX wB97M-V def2-TZVPD def2/J DEFGRID3
* xyz 0 1
O -1.87 -1.39 1.82
C -0.72 -1.67 1.57
C -0.28 -3.08 1.19
N -0.68 -3.33 -0.21
C -0.62 -2.20 -1.07
C -1.77 -1.63 -1.57
C -1.70 -0.50 -2.36
S -3.22 0.29 -2.86
O -2.97 1.13 -4.00
O -4.26 -0.69 -2.93
N -3.59 1.31 -1.59
C -3.98 0.67 -0.35
C -4.64 1.73 0.53
O -3.78 2.83 0.74
C -3.41 3.43 -0.48
C -2.70 2.42 -1.39
C -0.48 0.08 -2.67
C 0.68 -0.51 -2.21
C 0.64 -1.66 -1.42
N 1.76 -2.27 -0.92
C 3.11 -1.80 -1.02
C 3.87 -2.18 0.26
C 5.27 -1.54 0.34
C 5.07 -0.37 1.30
C 3.99 -0.92 2.22
O 3.13 -1.69 1.38
N 0.30 -0.77 1.48
C 0.20 0.62 1.48
C -0.91 1.31 1.95
C -0.95 2.69 1.90
C 0.12 3.40 1.37
F 0.07 4.74 1.31
C 1.23 2.71 0.91
F 2.29 3.38 0.40
C 1.28 1.34 0.96
H -0.78 -3.81 1.82
H 0.80 -3.19 1.30
H -1.62 -3.69 -0.23
H -2.74 -2.05 -1.34
H -4.69 -0.12 -0.60
H -3.12 0.25 0.17
H -4.86 1.33 1.52
H -5.57 2.08 0.06
H -2.74 4.26 -0.22
H -4.29 3.82 -0.99
H -2.49 2.86 -2.36
H -1.76 2.09 -0.91
H -0.46 0.96 -3.29
H 1.63 -0.08 -2.49
H 1.65 -3.25 -0.70
H 3.64 -2.22 -1.89
H 3.10 -0.71 -1.12
H 3.92 -3.27 0.34
H 5.98 -2.26 0.75
H 5.62 -1.23 -0.64
H 4.71 0.51 0.77
H 5.98 -0.11 1.84
H 4.43 -1.58 2.99
H 3.38 -0.16 2.71
H 1.22 -1.13 1.26
H -1.75 0.77 2.35
H -1.82 3.23 2.24
H 2.15 0.82 0.59
*
```

***

Density functional theory data (wB97M-V/def2-TZVPD) for C23H28FN3O4S in the gas phase.

## Properties
Kohn-Sham gap, eV: 9.14
Highest occupied orbital energy, eV: -8.85
SMILES: CC(C)(C)NS(=O)(=O)c1ccc(NC(=O)[C@H]2CC(=O)N(CCc3ccc(F)cc3)C2)cc1
Energy above the lowest of the compared OMol25 structures with the same formula, charge and spin, eV: 0.178

ORCA input file:
```
! RIJCOSX wB97M-V def2-TZVPD def2/J DEFGRID3
* xyz 0 1
C -4.81 -3.10 -0.59
C -5.25 -1.82 0.12
C -4.31 -1.53 1.29
C -6.69 -1.94 0.62
N -5.12 -0.72 -0.84
S -5.22 0.88 -0.38
O -5.95 1.07 0.84
O -5.66 1.58 -1.55
C -3.50 1.29 -0.09
C -2.58 1.05 -1.08
C -1.25 1.38 -0.89
C -0.86 1.97 0.31
N 0.47 2.34 0.58
C 1.55 2.27 -0.24
O 1.53 1.90 -1.39
C 2.83 2.75 0.46
C 3.17 1.87 1.67
C 4.36 1.02 1.23
O 4.84 0.10 1.84
N 4.79 1.49 0.04
C 5.84 0.86 -0.71
C 5.28 -0.10 -1.78
C 4.41 -1.13 -1.13
C 3.03 -0.97 -1.10
C 2.23 -1.87 -0.42
C 2.82 -2.94 0.21
F 2.04 -3.83 0.87
C 4.19 -3.14 0.18
C 4.98 -2.23 -0.49
C 4.05 2.62 -0.47
C -1.80 2.20 1.31
C -3.13 1.86 1.11
H -4.85 -3.94 0.10
H -5.47 -3.31 -1.43
H -3.79 -3.00 -0.96
H -4.64 -0.64 1.82
H -3.29 -1.37 0.93
H -4.31 -2.36 1.98
H -7.36 -2.16 -0.21
H -6.77 -2.74 1.35
H -7.00 -1.01 1.08
H -5.67 -0.86 -1.67
H -2.91 0.60 -2.01
H -0.52 1.20 -1.66
H 0.62 2.71 1.50
H 2.67 3.79 0.75
H 2.36 1.21 1.98
H 3.48 2.46 2.54
H 6.43 0.29 0.01
H 6.46 1.63 -1.17
H 4.71 0.47 -2.52
H 6.13 -0.57 -2.29
H 2.58 -0.12 -1.59
H 1.16 -1.74 -0.39
H 4.62 -3.99 0.69
H 6.05 -2.36 -0.51
H 3.71 2.44 -1.50
H 4.67 3.52 -0.45
H -1.50 2.65 2.25
H -3.88 2.04 1.86
*
```

***

Density functional theory data (wB97M-V/def2-TZVPD) for 2 unconnected molecules or ions with the total composition C23H28FNO4.

## Properties
Kohn-Sham gap, eV: 7.91
Highest occupied orbital energy, eV: -8.66
SMILES: C[C@H](F)Cc1cccc2c1C(=O)c1ccccc1C2=O.COCCNCCOC

ORCA input file:
```
! RIJCOSX wB97M-V def2-TZVPD def2/J DEFGRID3
* xyz 0 1
C 0.71 -0.37 2.84
C 1.61 -0.44 1.62
F 0.86 -0.96 0.54
C 2.84 -1.33 1.81
C 3.47 -1.76 0.52
C 3.32 -3.08 0.10
C 3.87 -3.54 -1.09
C 4.59 -2.67 -1.90
C 4.73 -1.34 -1.52
C 4.18 -0.89 -0.31
C 4.40 0.55 0.03
O 4.50 0.96 1.17
C 4.49 1.48 -1.13
C 4.09 2.80 -1.01
C 4.17 3.65 -2.10
C 4.68 3.19 -3.31
C 5.12 1.88 -3.43
C 5.01 1.02 -2.34
C 5.45 -0.40 -2.43
O 6.30 -0.77 -3.20
H 0.82 0.59 3.35
H -0.32 -0.44 2.51
H 0.92 -1.18 3.54
H 1.92 0.56 1.30
H 2.53 -2.21 2.38
H 3.57 -0.78 2.41
H 2.75 -3.76 0.72
H 3.74 -4.57 -1.38
H 5.03 -3.02 -2.83
H 3.71 3.14 -0.05
H 3.83 4.67 -2.01
H 4.75 3.86 -4.15
H 5.54 1.52 -4.36
C -5.59 0.08 -2.25
O -5.18 1.14 -1.41
C -6.16 1.60 -0.49
C -5.80 1.24 0.93
N -5.88 -0.19 1.16
C -5.37 -0.65 2.45
C -3.90 -0.40 2.78
O -2.99 -1.16 2.00
C -2.66 -0.62 0.74
H -4.83 -0.04 -3.01
H -5.71 -0.86 -1.71
H -6.54 0.32 -2.74
H -7.14 1.20 -0.75
H -6.20 2.69 -0.58
H -6.50 1.74 1.61
H -4.80 1.65 1.13
H -5.39 -0.68 0.42
H -5.54 -1.72 2.51
H -5.97 -0.18 3.23
H -3.74 -0.72 3.81
H -3.64 0.66 2.72
H -2.64 0.47 0.76
H -3.36 -0.95 -0.04
H -1.67 -0.99 0.47
*
```

***

Density functional theory data (wB97M-V/def2-TZVPD) for a molecular structure, C23H28FeNO3S.

## Properties
Expectation value of S²: 0.907
Kohn-Sham gap (spin up / spin down), eV: 8.01 / 8.16
Highest occupied orbital energy (spin up / spin down), eV: -8.06 / -7.91
Energy above the lowest of the compared OMol25 structures with the same formula, charge and spin, eV: 0.000

ORCA input file:
```
! RIJCOSX wB97M-V def2-TZVPD def2/J DEFGRID3
* xyz 0 2
Fe -0.32 -0.18 0.32
C 0.85 -1.44 1.65
C -0.43 -1.26 2.15
C -0.56 0.14 2.47
C 0.65 0.83 2.14
C 1.54 -0.14 1.71
C 3.01 -0.03 1.51
C 0.87 2.29 2.36
C -1.72 0.79 3.14
C -1.47 -2.28 2.48
C 1.53 -2.72 1.27
H 3.51 -0.50 2.36
H 3.34 1.01 1.46
H 3.35 -0.54 0.61
H 1.83 2.62 1.95
H 0.87 2.53 3.43
H 0.08 2.89 1.90
H -1.47 0.95 4.19
H -2.61 0.17 3.08
H -1.95 1.75 2.69
H -2.43 -2.02 2.04
H -1.62 -2.34 3.56
H -1.19 -3.27 2.12
H 2.37 -2.91 1.95
H 1.93 -2.68 0.26
H 0.85 -3.57 1.32
S -0.49 -3.47 -2.62
C -1.92 -3.56 -1.69
C -1.96 -2.60 -0.71
C -0.80 -1.76 -0.67
C 0.05 -2.12 -1.69
C 1.24 -1.35 -1.97
C 2.16 -1.61 -2.98
C 3.19 -0.71 -3.19
C 3.27 0.43 -2.40
C 2.33 0.60 -1.41
N 1.35 -0.27 -1.17
H -2.66 -4.31 -1.91
H -2.80 -2.51 -0.04
H 2.06 -2.49 -3.60
H 3.91 -0.89 -3.98
H 4.05 1.17 -2.55
H 2.34 1.48 -0.77
C -2.53 1.77 -2.48
C -1.66 2.31 -1.35
C -1.46 3.81 -1.46
O -0.40 1.63 -1.36
C -2.34 1.91 -0.03
O -3.14 2.67 0.50
O -2.04 0.74 0.42
H -2.08 2.00 -3.45
H -3.52 2.23 -2.45
H -2.64 0.69 -2.39
H -1.12 4.08 -2.46
H -0.71 4.14 -0.73
H -2.39 4.33 -1.24
H -0.10 1.53 -2.27
*
```